A molecular structure, C18H8BrCl5N2O4SV, computed with ωB97M-V/def2-TZVPD.

Output
Energy above the lowest of the compared OMol25 structures with the same formula, charge and spin   0.0 kJ/mol
⟨S²⟩   3.7587
Total energy   -7318.44103 Ha
2S+1   4
Gap between HOMO and LUMO (alpha / beta)   7.80 / 8.28 eV
HOMO level (alpha / beta)   -8.58 / -9.24 eV

Geometry as XYZ:
```
40
C18H8BrCl5N2O4SV (ωB97M-V/def2-TZVPD)
V 0.64 0.67 -0.12
O 2.07 5.10 -2.80
C 1.33 4.32 -2.00
C 1.23 4.51 -0.62
C 0.49 3.62 0.11
N -0.19 2.60 -0.44
C -0.14 2.46 -1.79
Br 2.97 1.27 0.33
C 0.61 3.28 -2.60
H 2.55 5.76 -2.29
H 1.76 5.32 -0.14
H 0.43 3.70 1.19
H 0.65 3.14 -3.67
Cl 1.13 -0.08 -2.90
C -0.57 0.21 -2.89
C -1.05 1.41 -2.35
C -2.43 1.63 -2.33
Cl -3.03 3.13 -1.74
C -3.31 0.67 -2.81
Cl -5.00 0.96 -2.77
C -2.82 -0.53 -3.32
Cl -3.90 -1.72 -3.90
C -1.44 -0.76 -3.37
Cl -0.83 -2.23 -4.00
O -2.19 -4.53 2.32
S -1.75 -3.26 2.82
O -2.48 -2.64 3.89
N -1.58 -2.19 1.58
C -0.34 -1.89 1.40
O 0.06 -1.08 0.47
C 0.64 -2.51 2.33
C 2.01 -2.34 2.38
C 2.71 -3.03 3.36
C 2.05 -3.87 4.25
C 0.67 -4.04 4.19
C -0.01 -3.34 3.22
H 2.52 -1.67 1.70
H 3.78 -2.92 3.44
H 2.61 -4.41 5.01
H 0.14 -4.69 4.89
```


A molecular structure, C20H29N3O2, computed with ωB97M-V/def2-TZVPD.

Output
Energy above the lowest of the compared OMol25 structures with the same formula, charge and spin   1687.2 kJ/mol
Total energy   -1093.69301 Ha
Gap between HOMO and LUMO   8.70 eV
HOMO level   -7.98 eV

Geometry as XYZ:
```
54
C20H29N3O2 (ωB97M-V/def2-TZVPD)
C 1.15 -3.10 2.99
H 1.04 -3.68 3.96
H 2.13 -2.92 2.74
H 0.38 -2.27 2.93
C 0.45 -4.05 1.79
N 0.67 -3.36 0.56
C -0.20 -2.44 0.11
N 0.08 -2.24 -1.31
C 1.32 -2.78 -1.56
C 1.65 -3.57 -0.36
H 2.75 -4.23 -0.32
H 1.90 -2.59 -2.54
C -1.71 -2.17 0.65
N -1.15 -1.25 1.67
C -2.46 -0.89 2.40
C -3.30 0.18 1.87
C -2.76 1.44 1.52
H -2.33 1.96 2.38
H -3.33 1.86 0.84
C -1.29 1.14 0.60
C -0.60 0.01 1.11
H 0.11 0.52 2.11
H 0.36 -0.33 0.51
C -1.69 0.85 -0.83
O -0.85 0.22 -2.02
H -0.54 -0.60 -1.56
H -2.78 0.11 -0.81
H -2.19 1.55 -1.40
C -0.52 2.54 0.58
C 0.60 2.43 -0.31
C 0.56 2.91 -1.72
C 1.50 2.98 -2.63
C 2.82 2.35 -2.12
C 2.78 1.92 -0.86
C 1.77 1.92 0.00
H 2.08 1.30 0.96
H 3.71 1.31 -0.68
H 3.81 2.43 -2.61
O 1.42 3.58 -3.75
C 2.59 3.60 -4.73
H 2.02 4.09 -5.38
H 3.53 4.23 -4.28
H 2.69 2.64 -4.97
H -0.48 3.58 -1.94
H -0.21 2.66 1.41
H -1.36 3.14 0.33
H -4.27 0.31 2.61
H -3.92 -0.43 1.09
H -1.99 -0.49 3.30
H -2.75 -1.72 2.73
H -1.94 -3.13 1.14
H -2.20 -1.95 -0.17
H 1.29 -5.15 1.81
H -0.35 -4.41 2.18
```


C5H6O in the gas phase, computed with ωB97M-V/def2-TZVPD.

Output
Energy above the lowest of the compared OMol25 structures with the same formula, charge and spin   248.5 kJ/mol
Total energy   -269.25158 Ha
Gap between HOMO and LUMO   10.68 eV
HOMO level   -9.93 eV

Geometry as XYZ:
```
12
C5H6O (ωB97M-V/def2-TZVPD)
C 1.80 -1.03 -0.85
C 0.89 -0.73 -0.13
C -0.27 -0.10 0.57
C -0.03 1.42 0.32
C -1.39 -0.87 -0.12
O -1.23 -1.25 -1.25
H 2.64 -1.30 -1.44
H -0.38 -0.23 1.66
H 0.79 1.69 0.98
H 0.32 1.55 -0.71
H -0.87 2.09 0.52
H -2.26 -1.24 0.45
```